1.
Density functional theory data (ωB97M-V/def2-TZVPD) for an isolated ion of composition C4H10NS and charge +1 at a distorted geometry.

Each line ends with the Löwdin spin population.
Positions of all 16 atoms, in Å:
C1 1.28 0.19 -0.23  0.771
C2 0.48 -0.43 0.60  0.821
C3 2.77 0.13 -0.09  0.122
C4 -1.82 0.23 -0.31  0.003
N1 -0.96 -0.56 0.60  0.108
S1 -3.63 -0.13 0.00  0.004
H1 1.19 0.90 -1.07  0.028
H2 0.86 -1.03 1.49  0.024
H3 3.17 -0.43 0.85  0.001
H4 3.30 1.06 -0.13  0.022
H5 3.22 -0.47 -0.94  0.053
H6 -1.66 1.36 -0.24  0.001
H7 -1.67 0.18 -1.38  0.001
H8 -1.09 -1.59 0.38  0.025
H9 -1.37 -0.21 1.48  0.017
H10 -4.07 0.81 -0.99  0.000

Summary:
- frontier orbital gap (spin up / spin down) (Eh) = 0.233 / 0.242
- charge = +1
- energy above the lowest of the compared OMol25 structures with the same formula, charge and spin (kcal per mole) = 65.5
- spin multiplicity = 3


2.
Density functional theory data (ωB97M-V/def2-TZVPD) for one molecule with the formula C25H29N3O4.

Each line ends with the natural charge from an NBO analysis.
Positions of all 61 atoms, in Å:
C1 4.76 -0.79 3.08  -0.629
C2 3.28 -0.58 3.25  -0.014
C3 2.62 -0.96 4.41  -0.178
C4 1.26 -0.79 4.53  -0.209
C5 0.50 -0.24 3.51  0.011
C6 -0.99 -0.13 3.67  -0.649
C7 1.16 0.14 2.34  -0.137
C8 0.45 0.76 1.21  0.435
O1 -0.14 1.96 1.41  -0.655
C9 0.38 0.19 -0.02  -0.209
C10 0.87 -1.13 -0.40  0.453
O2 1.48 -1.93 0.27  -0.508
C11 0.41 -1.33 -1.84  0.589
O3 0.59 -2.31 -2.53  -0.603
N1 -0.22 -0.20 -2.22  -0.400
C12 -0.85 -0.05 -3.50  -0.223
C13 -2.38 -0.14 -3.43  -0.409
C14 -2.84 -1.44 -2.76  -0.221
N2 -2.66 -1.39 -1.32  -0.465
C15 -3.76 -0.73 -0.64  -0.254
C16 -3.40 -0.59 0.84  -0.064
O4 -3.18 -1.84 1.44  -0.532
C17 -2.16 -2.55 0.76  -0.069
C18 -2.47 -2.71 -0.73  -0.259
C19 -0.29 0.83 -1.21  -0.078
C20 0.47 2.07 -1.63  -0.074
C21 1.75 1.97 -2.15  -0.165
C22 2.42 3.13 -2.50  -0.252
C23 1.78 4.35 -2.32  0.032
N3 0.56 4.45 -1.83  -0.414
C24 -0.08 3.34 -1.49  0.049
C25 2.54 -0.04 2.22  -0.141
H1 5.23 -1.03 4.03  0.214
H2 5.23 0.11 2.68  0.218
H3 4.94 -1.61 2.39  0.228
H4 3.18 -1.39 5.23  0.210
H5 0.76 -1.09 5.45  0.211
H6 -1.41 0.72 3.14  0.211
H7 -1.47 -1.03 3.27  0.244
H8 -1.25 -0.06 4.72  0.222
H9 0.04 2.27 2.30  0.500
H10 -0.46 -0.86 -4.13  0.236
H11 -0.56 0.91 -3.94  0.207
H12 -2.77 -0.10 -4.45  0.219
H13 -2.78 0.72 -2.89  0.196
H14 -2.24 -2.26 -3.15  0.214
H15 -3.89 -1.63 -3.03  0.175
H16 -3.92 0.26 -1.07  0.200
H17 -4.70 -1.31 -0.73  0.171
H18 -4.22 -0.13 1.40  0.193
H19 -2.50 0.03 0.93  0.159
H20 -2.09 -3.52 1.24  0.199
H21 -1.20 -2.02 0.87  0.167
H22 -1.63 -3.20 -1.22  0.226
H23 -3.37 -3.34 -0.85  0.168
H24 -1.33 1.09 -0.99  0.215
H25 2.22 1.00 -2.27  0.221
H26 3.42 3.09 -2.91  0.221
H27 2.26 5.28 -2.58  0.193
H28 -1.07 3.47 -1.09  0.190
H29 3.02 0.26 1.30  0.214

Summary:
- frontier orbital gap (Eh) = 0.309
- energy above the lowest of the compared OMol25 structures with the same formula, charge and spin (kcal per mole) = 63.4
- SMILES string = Cc1ccc(C)c(/C(O)=C2\C(=O)C(=O)N(CCCN3CCOCC3)[C@@H]2c2cccnc2)c1


3.
Density functional theory data (ωB97M-V/def2-TZVPD) for C24H28BaCl5N2P2 as an isolated structure.

Each line ends with the Löwdin charge.
Positions of all 62 atoms, in Å:
Ba1 -0.16 -0.16 -2.79  1.499
Cl1 -0.19 -3.44 -4.57  0.607
C1 -1.64 -2.54 -5.02  -0.734
C2 -1.76 -1.29 -4.46  -0.521
C3 -2.89 -0.59 -4.79  -0.716
Cl2 -3.02 1.02 -4.02  0.557
C4 -3.89 -1.05 -5.64  -0.715
Cl3 -5.27 -0.10 -6.00  0.711
C5 -3.72 -2.32 -6.18  -0.689
Cl4 -4.91 -2.96 -7.24  0.711
C6 -2.58 -3.09 -5.88  -0.710
Cl5 -2.38 -4.66 -6.54  0.709
C7 0.75 3.40 0.58  -0.252
P1 1.07 1.76 -0.17  0.925
C8 1.14 0.72 1.36  -0.410
N1 1.93 1.14 2.32  0.138
C9 2.05 0.39 3.44  -0.196
C10 2.90 0.82 4.48  -0.004
C11 3.03 0.04 5.59  -0.052
C12 2.33 -1.18 5.72  -0.051
C13 1.49 -1.61 4.73  -0.002
C14 1.34 -0.83 3.56  -0.196
N2 0.50 -1.23 2.58  0.139
C15 0.38 -0.48 1.51  -0.414
P2 -0.83 -1.07 0.24  0.879
C16 -0.95 -2.84 0.67  -0.267
C17 -2.45 -0.33 0.82  -0.731
C18 -2.59 -0.32 2.34  -0.079
C19 -3.57 -1.17 0.19  -0.092
C20 -2.53 1.10 0.29  -0.108
C21 2.85 1.84 -0.73  -0.744
C22 3.79 2.64 0.18  -0.083
C23 2.83 2.51 -2.11  -0.113
C24 3.37 0.41 -0.87  -0.097
H1 1.40 3.56 1.44  0.045
H2 -0.29 3.45 0.91  0.034
H3 0.91 4.18 -0.15  0.048
H4 3.43 1.75 4.36  0.119
H5 3.69 0.35 6.40  0.114
H6 2.46 -1.77 6.61  0.114
H7 0.94 -2.54 4.80  0.120
H8 -1.30 -2.99 1.69  0.044
H9 0.04 -3.28 0.57  0.048
H10 -1.62 -3.33 -0.04  0.045
H11 -2.44 -1.31 2.77  0.078
H12 -3.60 0.01 2.60  0.095
H13 -1.89 0.36 2.81  0.081
H14 -3.62 -2.16 0.63  0.082
H15 -3.43 -1.27 -0.89  0.079
H16 -4.52 -0.67 0.36  0.097
H17 -1.71 1.72 0.66  0.042
H18 -3.46 1.56 0.61  0.100
H19 -2.52 1.13 -0.81  0.046
H20 3.46 3.68 0.27  0.080
H21 4.79 2.65 -0.24  0.093
H22 3.83 2.21 1.18  0.066
H23 2.43 3.52 -2.07  0.084
H24 2.22 1.95 -2.83  0.033
H25 3.84 2.56 -2.52  0.097
H26 3.40 -0.10 0.10  0.083
H27 4.38 0.42 -1.28  0.097
H28 2.76 -0.19 -1.55  0.042

Summary:
- frontier orbital gap (Eh) = 0.286
- charge = +1
- energy above the lowest of the compared OMol25 structures with the same formula, charge and spin (kcal per mole) = 0.0


4.
Density functional theory data (ωB97M-V/def2-TZVPD) for a 4-piece molecular cluster, C8H10Cl6F8O overall at a distorted geometry.

Each line ends with the natural charge from an NBO analysis.
Positions of all 33 atoms, in Å:
F1 -2.13 9.03 -23.66  -0.346
C1 -2.12 8.88 -25.03  0.518
F2 -1.77 10.03 -25.62  -0.301
C2 -1.27 7.63 -25.43  0.605
F3 0.03 7.78 -25.08  -0.315
F4 -1.40 7.51 -26.77  -0.321
C3 -1.92 6.41 -24.76  -0.141
O1 -1.49 5.15 -25.22  -0.491
C4 -0.42 4.59 -24.53  0.842
F5 0.40 5.47 -23.97  -0.309
F6 -0.93 3.89 -23.47  -0.342
C5 0.32 3.53 -25.40  0.518
F7 1.21 2.89 -24.60  -0.324
F8 -0.46 2.62 -25.99  -0.302
H1 -3.18 8.64 -25.20  0.137
H2 -2.99 6.45 -24.97  0.215
H3 -1.78 6.55 -23.69  0.218
H4 0.92 4.10 -26.12  0.139
Cl1 4.73 7.48 -22.33  -0.026
C6 3.26 6.91 -23.12  -0.409
Cl2 3.63 6.43 -24.78  -0.023
H5 2.83 6.04 -22.63  0.233
H6 2.47 7.65 -23.02  0.228
Cl3 6.54 4.07 -26.47  -0.005
C7 5.96 3.62 -24.89  -0.422
Cl4 6.93 2.46 -23.99  -0.018
H7 5.83 4.51 -24.29  0.221
H8 4.96 3.20 -24.99  0.220
Cl5 3.46 4.82 -20.19  -0.045
C8 5.25 4.74 -20.05  -0.392
Cl6 5.75 3.12 -19.60  -0.013
H9 5.81 5.06 -20.92  0.230
H10 5.54 5.34 -19.20  0.222

Summary:
- frontier orbital gap (Eh) = 0.411
- SMILES string = FC(F)C(F)(F)COC(F)(F)C(F)F.ClCCl.ClCCl.ClCCl


5.
Density functional theory data (ωB97M-V/def2-TZVPD) for C26H21BCl3N11O2STa as an isolated structure at a distorted geometry.

Each line ends with the Löwdin spin population.
Positions of all 66 atoms, in Å:
Ta1 -0.13 -0.40 0.00  0.002
N1 2.45 -2.86 3.12  0.070
C1 1.69 -2.33 2.18  0.043
S1 0.66 -1.04 2.45  0.069
N2 1.81 -3.01 0.98  0.401
N3 1.18 -2.44 -0.03  0.085
C2 1.22 -3.28 -1.09  0.099
C3 0.73 -3.03 -2.38  0.033
C4 0.81 -4.05 -3.35  0.040
C5 0.38 -3.83 -4.63  0.001
C6 -0.12 -2.56 -4.97  0.075
C7 -0.20 -1.53 -4.04  -0.006
C8 0.21 -1.78 -2.75  0.053
O1 0.15 -0.81 -1.82  0.013
H1 2.44 -2.49 4.06  0.002
H2 2.99 -3.68 2.92  0.000
H3 1.69 -4.23 -0.90  -0.001
H4 1.21 -5.02 -3.06  0.001
H5 0.43 -4.61 -5.37  -0.001
H6 -0.45 -2.38 -5.99  0.004
H7 -0.57 -0.55 -4.31  -0.001
C9 -2.15 1.63 3.29  0.000
C10 -2.11 0.70 2.27  0.000
N4 -1.04 0.93 1.49  0.000
N5 -0.37 1.99 2.02  0.001
C11 -1.04 2.43 3.09  0.000
B1 0.78 2.64 1.18  0.000
N6 0.16 2.84 -0.22  0.000
C12 -0.22 3.92 -0.91  0.000
C13 -0.76 3.52 -2.12  0.000
C14 -0.68 2.14 -2.08  0.000
N7 -0.15 1.72 -0.93  0.000
N8 1.97 1.63 0.98  0.002
C15 3.26 1.85 1.24  0.000
C16 4.02 0.85 0.66  0.001
C17 3.10 0.01 0.06  0.000
N9 1.86 0.49 0.25  0.002
N10 1.32 3.88 1.80  0.000
C18 1.95 4.94 1.21  0.000
C19 2.55 5.67 2.20  0.000
C20 2.26 4.95 3.38  0.000
N11 1.54 3.88 3.15  0.000
H8 -2.89 1.72 4.07  0.000
H9 -2.78 -0.12 2.06  0.000
H10 -0.66 3.27 3.65  0.000
H11 -0.08 4.91 -0.51  0.000
H12 -1.14 4.15 -2.91  0.000
H13 -0.97 1.42 -2.84  0.000
H14 3.56 2.73 1.80  0.000
H15 5.09 0.75 0.67  0.000
H16 3.26 -0.89 -0.51  0.000
H17 1.97 5.09 0.14  0.000
H18 3.11 6.58 2.10  0.000
H19 2.55 5.19 4.40  0.000
Cl1 -6.66 -3.57 -1.33  0.000
C21 -5.10 -3.04 -0.84  0.001
C22 -4.67 -1.77 -1.19  0.000
C23 -3.42 -1.39 -0.77  0.001
Cl2 -2.73 0.16 -1.16  0.000
C24 -2.60 -2.22 -0.03  0.000
O2 -1.39 -1.73 0.36  0.007
C25 -3.04 -3.49 0.30  0.000
Cl3 -2.01 -4.54 1.21  0.000
C26 -4.30 -3.90 -0.10  0.000
H20 -5.31 -1.11 -1.77  0.000
H21 -4.65 -4.89 0.16  0.000

Summary:
- frontier orbital gap (spin up / spin down) (Eh) = 0.270 / 0.206
- charge = +2
- energy above the lowest of the compared OMol25 structures with the same formula, charge and spin (kcal per mole) = 6.0
- spin multiplicity = 2


Taking the records one at a time from the top gives E_tot values of -610.83716, -1435.28671, -4049.84444, -3946.13463, -3616.54251 hartree.